No. 1
A molecular structure, C51H41BrIN4O2PReS, computed with the ωB97M-V functional and the def2-TZVPD basis.

Positions of all 103 atoms, in Å:
C: 1.460 -1.899 1.555
S: 2.791 0.443 -1.471
Br: -2.729 -1.169 2.587
C: 2.471 1.761 4.823
H: 0.049 2.631 -4.260
C: 0.834 4.375 -3.629
C: -2.565 -2.666 -1.705
C: -1.998 0.398 3.242
C: -1.643 0.988 -5.720
H: -2.975 0.899 0.719
H: -5.990 3.962 0.454
C: -3.024 1.063 -5.830
H: 5.682 -6.146 0.326
C: -4.609 2.375 0.647
H: -0.270 -5.872 -1.055
H: -4.870 4.880 -1.636
C: -0.598 2.151 2.936
C: 2.506 1.076 2.541
C: -0.697 -3.838 -0.648
C: 1.636 0.039 2.814
C: 0.452 0.756 -6.899
H: 1.844 -0.520 -5.873
C: 0.323 -0.017 -4.557
C: 3.642 -4.476 2.334
C: -3.167 0.801 -3.446
H: 2.751 1.291 1.528
H: -2.876 3.654 -2.543
H: 1.336 4.423 -4.557
C: -4.473 4.001 -1.141
C: 1.299 -0.238 4.179
H: 0.452 -2.159 3.691
N: -1.232 1.048 2.434
H: 1.531 6.253 -2.788
C: 0.928 0.070 -5.775
C: 1.394 0.333 -0.878
C: 5.081 -5.337 0.671
H: -3.414 -2.628 -2.348
C: 3.460 -3.330 1.571
C: -1.007 -1.386 -0.253
H: -2.831 0.121 5.221
C: -2.872 2.167 -0.988
H: 3.633 2.751 3.256
H: 1.598 0.464 6.151
H: -3.481 1.227 -6.808
N: 0.943 -0.721 1.822
C: 0.113 -5.078 -0.475
C: 0.322 5.195 -1.401
C: 4.995 -4.135 -0.020
H: -1.670 2.117 6.190
H: -2.857 -0.557 -1.209
H: 0.406 5.943 -0.604
Re: -0.050 0.380 0.283
C: 1.780 0.650 5.131
O: 0.617 4.063 2.310
C: -2.270 0.764 4.592
C: -0.320 4.017 -1.143
C: -0.317 -2.614 0.008
H: -0.807 3.961 -0.226
H: -1.899 -4.704 -2.130
C: -3.861 0.794 -4.716
C: 2.966 -4.675 3.729
H: -5.077 2.106 1.592
C: 4.178 -3.120 0.405
P: -1.323 1.428 -1.606
C: 4.432 -5.523 1.849
C: 0.260 2.960 1.972
H: 0.153 -5.428 0.541
H: -0.478 -1.257 4.800
H: 1.420 -3.539 0.355
C: -3.390 3.270 -1.697
N: 0.884 -2.737 0.665
C: -5.111 3.490 0.007
H: 1.210 -5.019 -0.726
I: 0.591 -1.604 -3.307
H: 5.602 -4.027 -0.923
H: 2.009 -4.202 3.863
C: -1.008 0.614 -4.471
H: -1.360 1.380 -7.854
H: 2.816 -5.696 3.974
H: 3.608 -4.248 4.510
H: 0.982 -2.026 5.477
C: 2.907 1.970 3.522
O: 0.537 2.315 0.890
H: -0.145 3.379 4.599
H: 4.627 -6.490 2.428
H: 3.192 -1.506 2.552
H: 2.810 2.463 5.565
C: -2.203 -1.428 -1.053
C: -3.481 1.684 0.208
H: 4.032 -2.160 -0.076
C: -1.566 1.839 5.104
C: 0.982 5.315 -2.643
C: -1.823 0.822 -3.295
H: -3.876 0.973 -2.672
C: 0.570 -1.499 4.539
H: -4.934 0.743 -4.795
C: -0.891 1.069 -6.922
C: -0.786 2.566 4.249
C: 0.118 3.229 -3.364
C: -1.747 -3.824 -1.558
C: -0.441 3.024 -2.119
H: 1.144 0.859 -7.722
N: 2.650 -2.283 2.130

total charge: +1
⟨S²⟩: 2.04
HOMO-LUMO gap (alpha / beta): 0.288 / 0.209 hartree
2S+1: 3

---

No. 2
A molecular structure, C51H41CsN3O2S2, computed with the ωB97M-V functional and the def2-TZVPD basis.

Positions of all 100 atoms, in Å:
C: -1.226 -3.133 2.612
H: 6.363 -3.136 -2.473
H: -1.549 -3.277 -0.745
O: 0.515 1.784 -0.447
H: -1.606 5.042 -4.936
H: 1.676 2.024 1.874
C: 5.848 0.554 3.492
C: -3.623 3.807 2.444
C: -2.915 -0.613 -3.269
C: -0.868 3.549 -3.608
H: -4.842 3.823 0.677
H: -2.548 7.165 -4.197
C: 4.968 0.116 2.503
C: 3.565 1.900 2.866
H: -3.902 6.551 -3.257
H: -2.322 3.505 4.106
C: 6.330 -3.207 1.387
H: 1.797 0.165 -3.572
H: -3.643 1.979 -0.407
H: 0.322 -0.342 3.302
C: -2.139 -4.106 2.967
C: 5.081 -2.127 -0.345
C: -4.807 -2.186 0.142
H: -4.558 -6.047 1.598
S: 0.213 -1.607 0.833
H: -2.322 5.723 -0.782
O: 0.243 -1.523 -0.636
C: -1.002 1.326 3.291
H: 6.773 0.039 3.688
H: 5.512 -3.282 -4.786
C: -4.571 -2.124 -2.247
H: -3.495 -0.955 1.273
C: -1.044 -2.828 1.272
C: -1.739 -3.509 0.292
C: 5.401 -2.723 -2.722
Cs: 2.366 0.264 -0.240
C: 3.698 -2.235 -4.307
C: -2.834 6.766 -3.228
C: -1.962 2.057 2.558
C: -4.009 3.351 1.174
C: -3.788 -1.286 0.287
C: -2.615 3.176 3.117
H: -3.328 -6.783 2.620
H: 6.419 -2.098 3.215
C: 6.043 -2.127 2.205
C: -0.407 0.229 2.740
H: 4.086 3.268 4.444
H: -3.267 -0.890 -4.252
H: 6.936 -4.029 1.744
C: 5.532 1.697 4.210
C: -2.305 1.638 1.245
H: -3.206 -5.006 -0.107
H: -4.867 -2.450 -3.234
H: 6.043 -4.045 -0.559
C: -0.728 -0.176 1.433
C: 5.264 -1.085 1.695
C: 1.695 -0.919 -3.592
H: 3.279 -2.308 -5.298
H: -5.983 -3.355 -1.234
H: -2.673 7.532 -2.474
N: 3.857 0.790 2.204
C: 4.929 -2.794 -4.019
C: -0.757 3.161 -2.284
H: 6.192 2.058 4.986
C: 2.349 2.660 2.441
C: -5.190 -2.626 -1.135
C: 3.005 -1.575 -3.293
C: -3.533 -1.176 -2.132
C: -2.013 0.124 -0.705
C: -1.626 0.526 0.666
H: 1.830 3.065 3.306
C: -2.657 -4.478 0.659
C: -2.077 5.519 -2.902
C: -2.873 -4.786 1.997
H: -2.283 -4.345 4.011
H: -0.430 2.959 -4.401
C: -1.430 0.624 -1.841
C: 4.615 -2.108 -1.747
C: 4.368 2.376 3.904
S: 0.071 1.619 -1.846
H: -0.655 -2.612 3.370
C: -3.351 2.310 0.578
H: -4.389 -5.556 3.292
C: 5.842 -3.213 0.096
C: -3.848 -5.850 2.396
H: -1.096 3.649 -0.244
H: -4.133 4.646 2.893
N: 3.460 -1.518 -2.047
H: 1.349 -1.212 -4.579
H: 2.638 3.498 1.804
H: -1.402 0.700 -3.983
H: 0.959 -1.213 -2.849
N: 4.785 -1.104 0.451
C: -1.885 0.267 -3.121
C: -1.525 4.730 -3.907
C: -3.110 -0.773 -0.838
H: -5.317 -2.571 1.014
C: -1.256 3.952 -1.267
C: -1.920 5.119 -1.579
H: -0.769 1.642 4.299

total charge: +1
HOMO-LUMO gap: 0.308 hartree
2S+1: 1

---

The records above give, respectively, maximum force values of 0.070, 0.052 Eh/bohr.
The records above give, respectively, E values of -163998.8665, -84332.2236 eV.
The records above give, respectively, ΔE to the lowest compared entry with this formula, charge and spin values of 0.00, 40.25 kcal/mol.